DFT (ωB97M-V/def2-TZVPD) results for a molecular structure, C23H31N3O3S in a non-equilibrium geometry.

Properties
Frontier orbital gap: 5.9 eV
M: 429.59 Da
HOMO level: -7.247 eV
Charge: 0
Lowest unoccupied orbital energy: -0.051 Ha

The geometry in XYZ format:
```
61
C23H31N3O3S | the Open Molecules 2025 dataset | ωB97M-V/def2-TZVPD
S 0.750 2.131 -0.904
O -1.243 -2.033 -2.445
O -1.304 1.636 1.041
O -3.740 2.570 -1.763
N -3.733 -2.243 1.233
N -1.503 -2.297 -0.547
N -1.650 1.317 -1.816
C -1.024 -1.613 -1.417
C -2.459 3.108 2.263
C -2.745 -1.090 1.355
C 1.231 -0.438 -0.594
C -3.777 -3.255 2.343
C 5.691 -1.463 1.694
C 3.810 -0.395 0.512
C -0.086 -0.350 -1.297
C 3.599 -1.519 -0.514
C -2.672 2.296 -1.104
C 3.367 0.885 -0.167
C 5.384 -0.404 0.693
C -3.040 3.298 1.161
C -4.003 -2.676 -0.072
C 2.003 -1.602 -0.730
C 1.911 0.828 -0.597
C -0.499 0.947 -1.465
C 5.695 0.976 1.433
C -2.322 2.202 0.181
C -1.484 2.219 2.372
C -1.431 -1.640 0.928
C 6.245 -0.329 -0.532
C -2.451 -3.107 -0.682
H 5.055 1.221 2.537
H -2.634 3.745 3.220
H 3.389 1.870 0.412
H -4.519 -3.949 2.405
H -2.011 1.111 -2.842
H -0.718 1.832 3.020
H -2.916 -0.904 2.351
H 7.170 -0.143 -0.057
H -4.553 -3.520 -0.248
H -3.305 -0.340 0.804
H -2.837 -3.916 2.179
H 6.058 0.304 -1.118
H 5.492 -2.331 1.146
H 5.178 -1.492 2.620
H -2.080 -4.150 0.103
H 1.807 -2.626 -1.194
H 6.787 1.218 1.849
H -4.184 -1.890 -0.829
H 3.864 -1.164 -1.558
H 6.057 -1.225 -0.915
H -3.910 -2.681 3.253
H 4.027 -2.637 -0.181
H 3.403 -0.456 1.379
H 3.896 1.172 -1.241
H 1.828 -2.305 0.528
H -2.298 -3.399 -1.737
H 7.005 -1.432 1.890
H -3.940 3.842 0.958
H 5.677 1.896 0.581
H -0.692 -0.824 1.123
H -1.075 -2.301 1.830
```

=====

DFT (ωB97M-V/def2-TZVPD) results for a molecular structure, C65H81F3N3O3P2S5SbSiSr in a non-equilibrium geometry.

Properties
Frontier orbital gap: 5.9 eV
M: 1469.12 Da
HOMO level: -2.134 eV
Charge: -2
Lowest unoccupied orbital energy: 0.138 Ha

The geometry in XYZ format:
```
165
C65H81F3N3O3P2S5SbSiSr | the Open Molecules 2025 dataset | ωB97M-V/def2-TZVPD
Sb 0.568 2.834 1.776
Sr 0.399 -0.837 -0.559
S 1.564 -4.025 -0.909
S -5.440 2.260 -0.998
S -0.619 -3.133 1.514
S -2.036 2.672 -0.467
S -1.035 -0.708 -2.907
P -3.772 3.312 -1.195
P 0.472 -4.558 0.655
Si -0.560 -1.657 -4.666
F -3.104 7.519 3.817
F 4.321 6.402 -1.776
F 3.586 3.703 7.259
O 0.964 -1.216 -5.126
O -1.637 -1.310 -5.877
O -0.529 -3.307 -4.670
N -1.272 -0.147 1.897
N -3.067 -0.581 0.551
N -3.361 -0.702 2.862
C -0.320 -6.774 -0.887
C -1.066 1.038 -6.251
C -0.694 4.461 2.446
C 4.013 4.480 -0.448
C -3.127 7.201 -0.030
C 3.530 -6.602 2.481
C -4.668 -1.316 2.687
C -2.079 4.301 2.516
C 4.876 0.175 1.770
C -2.152 -4.634 -5.815
C -2.631 -3.804 -3.507
C 3.504 5.630 -1.012
C -1.791 -6.218 0.926
C 2.937 -0.770 -6.326
C -2.581 -0.249 -7.758
C 1.725 2.944 6.024
C 2.993 3.744 3.684
C -4.482 4.260 -5.134
C -2.314 6.506 3.370
C 3.626 3.928 4.912
C -3.205 4.423 -5.660
C -1.543 -4.291 -4.458
C 3.362 -0.030 1.619
C 2.120 -5.759 4.233
C 2.682 -6.049 1.532
C 1.115 2.771 4.788
C -1.620 0.199 4.304
C -2.901 5.323 2.982
C -2.263 3.902 -3.506
C -2.097 4.248 -4.843
C 2.194 6.023 -0.839
C 3.172 3.706 0.344
C 1.369 5.236 -0.042
C 1.188 -2.248 -7.320
C 2.540 -3.033 -5.362
C -4.317 7.563 0.593
C -2.979 5.928 -0.556
C -4.648 3.927 -3.797
C -2.817 -0.735 4.208
C -4.018 4.999 -0.477
C -5.299 -0.860 1.385
C -0.949 6.707 3.328
C 2.964 -1.328 2.330
C 2.977 3.523 6.056
C -2.513 -0.482 1.792
C -3.341 0.355 -5.457
C 2.889 -0.026 0.163
C 1.849 4.083 0.579
C -3.539 3.748 -2.971
C -4.349 -1.171 0.249
C 3.253 -6.454 3.834
C -0.657 -0.213 3.208
C -2.642 -7.250 0.553
C -0.622 -5.972 0.209
C -5.348 6.641 0.691
C -1.170 -7.809 -1.260
C -5.198 5.361 0.158
C 1.881 -1.826 -6.024
C -2.334 -8.047 -0.543
C -0.848 -5.503 -3.862
C 1.730 3.167 3.597
C 1.269 -5.208 3.282
C -0.145 5.670 2.871
C 1.544 -5.347 1.925
C -2.145 -0.042 -6.314
H 1.785 -3.763 -5.070
H 3.078 -2.718 -4.465
H 0.392 -2.965 -7.110
H -0.531 7.652 3.650
H 5.038 4.192 -0.639
H 0.333 5.528 0.093
H -4.434 8.558 1.005
H -1.571 -6.294 -3.646
H -3.075 4.669 -6.707
H 0.931 5.813 2.850
H -1.450 1.972 -6.672
H 4.608 4.378 4.981
H 1.829 6.918 -1.325
H -3.322 -1.049 -7.810
H 1.911 -2.707 -8.000
H 5.407 -0.695 1.369
H 0.245 0.403 3.207
H -6.273 6.915 1.185
H 0.577 -6.561 -1.457
H 0.124 2.326 4.763
H 2.481 0.088 -6.826
H 5.178 0.302 2.819
H 3.250 -3.500 -6.051
H -2.539 -3.727 -6.281
H -3.048 0.428 -4.410
H 3.720 -1.182 -6.968
H 2.905 -6.134 0.475
H 3.387 -0.425 -5.394
H -1.389 -5.061 -6.471
H 0.394 -4.645 3.584
H -0.186 0.724 -6.816
H 4.419 -7.134 2.164
H -1.722 -0.534 -8.372
H 1.907 -5.629 5.287
H -0.931 -8.418 -2.124
H -1.157 0.124 5.290
H -1.404 3.728 -2.869
H -2.496 -0.269 -0.219
H 5.209 1.055 1.211
H 1.878 -1.433 2.372
H -4.714 -0.740 -0.683
H -1.954 1.230 4.145
H -5.286 -1.016 3.537
H 3.349 -2.189 1.774
H -2.038 -5.576 1.763
H 3.507 4.075 2.789
H 1.246 2.636 6.945
H -2.964 -5.357 -5.701
H -0.344 -5.224 -2.935
H -4.127 -0.399 -5.545
H -3.612 -0.426 4.892
H -3.003 -8.845 -0.841
H -6.263 -1.347 1.229
H -2.311 7.911 -0.094
H -2.196 -3.485 -2.559
H -4.588 -2.413 2.711
H 3.563 2.790 0.773
H -5.994 4.628 0.224
H -1.099 4.361 -5.247
H 2.957 0.999 -0.238
H -0.762 1.220 -5.218
H -3.976 5.213 3.021
H 0.744 -1.380 -7.812
H -0.099 -5.887 -4.561
H -3.169 -2.952 -3.931
H -2.515 -1.754 4.488
H 3.592 -0.622 -0.447
H 2.876 0.800 2.155
H 3.354 -1.376 3.354
H -0.322 -1.239 3.406
H -2.044 5.633 -1.020
H -5.638 3.789 -3.379
H -4.256 -2.257 0.116
H -5.351 4.380 -5.771
H -3.558 -7.420 1.106
H -3.019 0.667 -8.161
H -2.532 3.376 2.175
H -3.739 1.322 -5.776
H -5.456 0.222 1.416
H -3.339 -4.614 -3.315
H 3.925 -6.870 4.575
```

=====

DFT (ωB97M-V/def2-TZVPD) results for a single C10H21N5O4 molecule in a non-equilibrium geometry.

Properties
SMILES: [H]/N=C(/N)NCCC[C@H](NC(=O)[C@@H](N)[C@@H](C)O)C(=O)O
Frontier orbital gap: 9.5 eV
M: 275.31 Da
HOMO level: -9.083 eV
Charge: 0
Lowest unoccupied orbital energy: 0.016 Ha

The geometry in XYZ format:
```
40
C10H21N5O4 | the Open Molecules 2025 dataset | ωB97M-V/def2-TZVPD
O 0.098 -2.439 -1.366
O -1.665 2.829 -4.145
O -2.673 0.649 -2.803
O 1.934 -1.431 -0.543
N -1.335 -0.056 -1.133
N 0.753 0.197 -3.084
N 2.020 -0.080 6.647
N 1.338 -0.629 4.414
N -0.017 -1.089 6.266
C -0.302 1.211 -2.989
C -1.054 0.883 -5.482
C -0.508 -0.367 1.093
C 0.196 -0.451 3.517
C 0.645 -0.514 2.066
C -0.677 1.851 -4.364
C -1.527 0.579 -2.304
C 1.196 -0.561 5.808
C 0.594 -1.475 -0.863
C -0.145 -0.238 -0.379
H 2.833 0.309 6.181
H -2.193 -0.508 -0.831
H 0.503 -0.531 -3.705
H 0.558 0.615 -0.499
H -2.460 2.326 -3.923
H 1.589 0.603 -3.415
H -0.484 -1.247 3.743
H 2.258 -2.272 -0.927
H 1.334 0.301 1.866
H -0.335 -1.975 5.836
H -0.036 -1.178 7.301
H -1.342 1.478 -6.356
H -1.916 0.256 -5.187
H -1.110 0.499 1.350
H -0.414 0.475 3.639
H 0.189 2.469 -4.629
H -1.204 -1.215 1.207
H 2.239 -0.088 4.186
H -0.224 0.219 -5.761
H 1.250 -1.409 1.913
H 0.093 2.006 -2.345
```

=====

> Look up the charge of the first one.

0

=====

> What is the lowest unoccupied orbital energy in the third record?

0.016 Ha

=====

> Look up the charge of the second one.

-2